No. 1
Computed, not measured: a molecular structure, C55H49KN10 at a distorted geometry, with ωB97M-V/def2-TZVPD.

The LUMO energy (alpha / beta) comes out at 3.18 / 3.18 eV. The calculation puts the energy above the lowest of the compared OMol25 structures with the same formula, charge and spin at 0.000 eV. The value obtained for the HOMO energy (alpha / beta) is -0.004 / 0.230 eV. The calculation puts the frontier orbital gap (alpha / beta) at 3.19 / 2.95 eV.

```
! RIJCOSX wB97M-V def2-TZVPD def2/J DEFGRID3
* xyz -2 1
K -0.709 1.020 1.474
C -3.334 -0.817 -5.138
C -2.123 -1.450 -5.384
C -1.136 -1.694 -4.420
C -1.281 -0.966 -3.223
C -0.554 -0.819 -1.956
N 0.553 -1.554 -1.661
C 1.769 -1.497 0.308
C 2.752 -2.459 0.920
C 3.928 -3.110 0.488
C 4.516 -4.046 1.365
C 3.968 -4.323 2.628
C 2.824 -3.675 3.027
C 2.257 -2.745 2.188
C 1.051 -1.959 2.371
N 0.321 -1.982 3.453
C -0.862 -1.532 3.794
N -1.916 -1.078 3.011
C -2.836 -0.553 3.830
N -4.002 0.120 3.553
C -4.270 0.327 2.284
N -3.367 0.481 1.283
C -4.036 0.748 0.142
N -3.436 0.901 -1.056
C -2.433 0.280 -1.625
N -1.163 0.007 -1.079
C -2.482 -0.234 -2.990
C -3.532 -0.154 -3.926
C -5.500 0.893 0.443
C -6.584 1.308 -0.312
C -7.845 1.323 0.328
C -8.025 0.932 1.649
C -6.917 0.488 2.408
C -5.653 0.571 1.812
C -2.365 -0.578 5.241
C -2.794 0.001 6.443
C -1.943 -0.020 7.543
C -0.765 -0.743 7.488
C -0.339 -1.360 6.340
C -1.158 -1.258 5.190
N 0.745 -1.345 1.183
H -4.120 -0.794 -5.940
H -2.050 -1.852 -6.372
H -0.283 -2.346 -4.562
H 4.329 -2.889 -0.530
H 5.480 -4.529 1.098
H 4.521 -4.997 3.322
H 2.420 -3.763 4.037
H -4.412 0.455 -3.665
H -6.499 1.707 -1.324
H -8.726 1.593 -0.245
H -8.998 1.004 2.138
H -7.033 0.144 3.447
H -3.789 0.426 6.512
H -2.258 0.537 8.447
H -0.149 -0.798 8.388
H 0.593 -1.926 6.259
C -0.984 7.425 2.935
C -0.107 6.775 1.861
C -0.540 7.280 0.469
C 1.375 7.159 2.077
C -0.252 5.294 1.923
N -0.329 4.124 1.990
H -0.906 8.533 2.864
H -0.759 7.170 3.948
H -2.045 7.179 2.786
H -0.372 8.348 0.355
H -1.651 7.132 0.403
H -0.070 6.779 -0.369
H 1.483 8.253 2.104
H 2.031 6.866 1.274
H 1.772 6.738 3.024
C 3.271 -5.422 -3.245
C 1.983 -4.857 -2.691
C 0.838 -5.636 -2.637
C -0.427 -5.097 -2.256
C -1.740 -5.784 -2.376
C -0.492 -3.773 -1.863
C 0.651 -2.966 -1.882
C 1.884 -3.545 -2.189
N 1.650 -1.025 -0.966
C 2.436 0.104 -1.573
C 1.827 1.495 -1.364
C 2.752 2.546 -1.950
C 3.043 2.301 -3.473
C 3.638 0.888 -3.627
C 5.002 0.848 -2.888
C 4.756 1.114 -1.366
C 4.115 2.536 -1.200
C 3.774 0.039 -0.858
C 2.627 -0.127 -3.038
H 4.129 -4.962 -2.778
H 3.357 -5.382 -4.335
H 3.428 -6.479 -2.881
H 0.904 -6.687 -2.946
H -2.147 -5.968 -1.363
H -1.671 -6.700 -2.974
H -2.469 -5.113 -2.904
H -1.455 -3.354 -1.528
H 2.825 -2.962 -2.138
H 1.626 1.651 -0.293
H 0.864 1.580 -1.863
H 2.257 3.525 -1.822
H 3.753 3.059 -3.792
H 2.098 2.380 -3.994
H 3.781 0.647 -4.690
H 5.682 1.601 -3.286
H 5.521 -0.088 -3.036
H 5.676 0.994 -0.741
H 4.805 3.333 -1.528
H 3.912 2.699 -0.127
H 3.674 0.214 0.235
H 4.216 -0.962 -0.991
H 2.971 -1.141 -3.233
H 1.682 -0.001 -3.617
*
```

Mulliken atomic charge list, values in e, 2 entries: number 1, K, carries 0.837; number 2, C, carries -0.489

No. 2
Computed, not measured: a single C2H5ISi molecule at a distorted geometry, with ωB97M-V/def2-TZVPD.

The LUMO energy comes out at 0.54 eV. The calculation puts the energy above the lowest of the compared OMol25 structures with the same formula, charge and spin at 0.437 eV. The structure (SMILES) is I[SiH]1CC1. The value obtained for the HOMO energy is -8.791 eV. The calculation puts the frontier orbital gap at 9.33 eV.

```
! RIJCOSX wB97M-V def2-TZVPD def2/J DEFGRID3
* xyz 0 1
C -0.012 -0.320 0.816
C -0.012 -0.314 -0.752
Si 1.277 0.786 -0.052
I 3.559 -0.065 0.004
H -0.695 0.365 1.272
H 0.077 -1.225 1.305
H 0.153 -1.190 -1.517
H -0.830 0.223 -1.248
H 1.203 2.247 0.304
*
```

Mulliken atomic charge list, values in e, 2 entries: number 1, C, carries -0.691; number 2, C, carries -0.505

No. 3
Computed, not measured: a molecular structure, C58H45BaBr3N4O2P2S2, with ωB97M-V/def2-TZVPD.

The LUMO energy comes out at -0.33 eV. The calculation puts the energy above the lowest of the compared OMol25 structures with the same formula, charge and spin at 0.381 eV. The value obtained for the HOMO energy is -7.349 eV. The calculation puts the frontier orbital gap at 7.02 eV.

```
! RIJCOSX wB97M-V def2-TZVPD def2/J DEFGRID3
* xyz 0 1
Ba 2.307 0.094 0.591
O 0.378 1.679 1.645
S -0.760 1.588 0.639
C -0.852 3.224 -0.111
C 0.204 4.050 0.184
C 0.296 5.375 -0.305
C -0.730 5.851 -1.065
C -0.958 7.199 -1.706
C -2.342 7.078 -2.405
C -2.774 5.650 -2.163
C -3.883 4.957 -2.569
C -3.973 3.591 -2.227
C -3.024 2.931 -1.472
P -3.007 1.098 -1.377
C -4.682 0.620 -0.830
C -5.503 1.484 -0.109
C -6.685 1.027 0.460
C -7.064 -0.299 0.318
C -6.252 -1.172 -0.398
C -5.069 -0.718 -0.958
C -2.966 0.752 -3.174
C -4.042 0.337 -3.952
C -3.877 0.133 -5.316
C -2.646 0.351 -5.915
C -1.571 0.779 -5.149
C -1.731 0.970 -3.786
C -1.901 3.654 -0.987
C -1.806 4.995 -1.383
C -2.295 1.540 1.614
C -2.932 2.736 1.874
C -4.168 2.838 2.544
C -4.777 1.689 2.929
C -6.093 1.462 3.630
C -6.201 -0.076 3.771
C -4.867 -0.592 3.294
C -4.321 -1.836 3.365
C -3.026 -2.006 2.847
C -2.299 -1.020 2.205
P -0.608 -1.520 1.683
C -0.773 -3.240 1.084
C -1.943 -3.833 0.623
C -1.931 -5.132 0.131
C -0.751 -5.855 0.089
C 0.433 -5.267 0.520
C 0.421 -3.968 1.005
C 0.170 -1.794 3.328
C 0.237 -3.018 3.995
C 0.889 -3.121 5.213
C 1.481 -2.006 5.790
C 1.412 -0.781 5.145
C 0.766 -0.677 3.917
C -2.844 0.306 2.128
C -4.114 0.458 2.733
H 0.994 3.666 0.815
H 1.165 5.974 -0.060
H -0.165 7.419 -2.423
H -0.942 7.996 -0.962
H -2.277 7.290 -3.473
H -3.066 7.779 -1.986
H -4.659 5.416 -3.169
H -4.808 3.020 -2.618
H -5.217 2.519 0.011
H -7.317 1.717 1.010
H -7.988 -0.654 0.757
H -6.538 -2.210 -0.515
H -4.436 -1.412 -1.502
H -5.009 0.165 -3.496
H -4.717 -0.204 -5.913
H -2.523 0.180 -6.977
H -0.604 0.950 -5.607
H -0.889 1.306 -3.187
H -2.477 3.649 1.548
H -4.608 3.813 2.716
H -6.923 1.882 3.061
H -6.092 1.953 4.605
H -6.998 -0.472 3.138
H -6.415 -0.388 4.793
H -4.839 -2.669 3.825
H -2.570 -2.982 2.963
H -2.875 -3.278 0.635
H -2.850 -5.575 -0.233
H -0.746 -6.868 -0.294
H 1.370 -5.811 0.471
H 1.354 -3.511 1.320
H -0.211 -3.900 3.558
H 0.938 -4.081 5.713
H 1.991 -2.092 6.742
H 1.862 0.098 5.591
H 0.693 0.289 3.424
N -0.527 -1.702 -1.831
N -0.329 -3.054 -2.134
C -0.688 -3.611 -3.301
N -0.323 -4.918 -3.440
S -1.547 -2.791 -4.475
H -1.507 -1.495 -1.984
H -0.008 -1.147 -2.526
H 0.304 -3.543 -1.509
H 0.472 -5.259 -2.917
H -0.448 -5.296 -4.362
Br 3.061 -4.395 -2.556
C 3.858 -4.239 -0.844
C 4.605 -5.318 -0.352
C 5.172 -5.256 0.889
Br 6.154 -6.753 1.520
C 5.018 -4.101 1.693
C 5.528 -3.966 3.004
C 5.291 -2.825 3.715
C 4.551 -1.795 3.111
N 4.074 -1.872 1.889
C 4.283 -3.010 1.172
C 3.659 -3.050 -0.143
O 2.950 -2.067 -0.570
H 4.724 -6.205 -0.960
H 6.095 -4.780 3.436
H 5.659 -2.703 4.725
H 4.348 -0.880 3.660
Br 3.763 2.613 -0.394
*
```

Mulliken atomic charge list, values in e, 2 entries: number 1, Ba, carries 1.685; number 2, O, carries -1.193

No. 4
Computed, not measured: a single C19H28N4O5S molecule at a distorted geometry, with ωB97M-V/def2-TZVPD.

The LUMO energy comes out at 0.47 eV. The calculation puts the energy above the lowest of the compared OMol25 structures with the same formula, charge and spin at 1.004 eV. The structure (SMILES) is COC(=O)Nc1ccc(S(=O)(=O)N2CCC[C@@H](C(=O)N3CCN(C)CC3)C2)cc1. The value obtained for the HOMO energy is -8.674 eV. The calculation puts the frontier orbital gap at 9.14 eV.

```
! RIJCOSX wB97M-V def2-TZVPD def2/J DEFGRID3
* xyz 0 1
C -9.165 -0.678 0.453
H -9.286 0.384 0.674
H -9.852 -1.274 1.048
H -9.340 -0.839 -0.612
O -7.860 -1.112 0.812
C -6.846 -0.477 0.183
O -6.994 0.400 -0.624
N -5.665 -1.002 0.629
C -4.368 -0.670 0.252
C -3.315 -1.356 0.864
C -2.008 -1.066 0.526
C -1.750 -0.095 -0.423
C -2.781 0.590 -1.037
C -4.094 0.308 -0.703
H -4.907 0.834 -1.175
H -2.541 1.333 -1.780
S -0.050 0.274 -0.819
O 0.682 -0.953 -0.976
O -0.019 1.205 -1.913
N 0.443 0.953 0.638
C 1.832 0.708 0.961
H 2.009 -0.354 0.791
C 2.755 1.581 0.102
C 4.210 1.272 0.431
O 4.834 1.950 1.230
N 4.774 0.220 -0.201
C 6.150 -0.128 0.093
H 6.553 0.628 0.768
C 6.218 -1.513 0.730
N 5.628 -2.488 -0.170
C 5.769 -3.839 0.324
H 6.828 -4.061 0.450
H 5.259 -3.997 1.287
H 5.352 -4.529 -0.408
C 4.241 -2.144 -0.424
C 4.153 -0.757 -1.066
H 3.108 -0.533 -1.268
H 4.706 -0.776 -2.012
H 3.814 -2.879 -1.108
H 3.644 -2.152 0.507
H 7.262 -1.784 0.902
H 5.697 -1.491 1.705
H 6.720 -0.133 -0.842
H 2.545 1.377 -0.952
C 2.423 3.047 0.391
C 0.956 3.311 0.059
C 0.048 2.337 0.813
H -0.983 2.422 0.464
H 0.073 2.548 1.888
H 0.685 4.334 0.325
H 0.796 3.175 -1.011
H 3.067 3.696 -0.204
H 2.625 3.255 1.444
H 1.984 0.935 2.021
H -1.180 -1.586 0.979
H -3.529 -2.116 1.601
H -5.760 -1.737 1.317
*
```

Mulliken atomic charge list, values in e, 2 entries: number 1, C, carries -0.638; number 2, H, carries 0.296

No. 5
Computed, not measured: 8 unconnected molecules or ions with the total composition C33H72ClN4O21 at a distorted geometry, with ωB97M-V/def2-TZVPD.

The LUMO energy (alpha / beta) comes out at 0.51 / -4.01 eV. The value obtained for the HOMO energy (alpha / beta) is -8.356 / -8.356 eV. The calculation puts the frontier orbital gap (alpha / beta) at 8.87 / 4.34 eV. Its expectation value of S² is 0.756.

```
! RIJCOSX wB97M-V def2-TZVPD def2/J DEFGRID3
* xyz 0 2
Cl 1.667 -0.614 -1.716
O 2.664 -1.628 -1.495
O 1.717 0.328 -0.654
O 1.787 0.109 -2.960
O 0.387 -1.287 -1.609
C 3.236 1.963 3.495
C 3.002 2.439 2.070
O 1.613 2.504 1.971
C 1.085 1.801 2.935
O -0.066 1.421 2.956
O 1.966 1.487 3.907
H 3.676 2.728 4.134
H 3.777 1.016 3.499
H 3.368 1.858 1.223
H 3.433 3.419 1.864
C 5.388 -1.880 -3.654
C 5.316 -3.220 -4.281
O 6.069 -4.075 -3.457
C 6.517 -3.382 -2.345
O 7.189 -3.926 -1.520
O 6.091 -2.110 -2.466
H 4.361 -1.552 -3.494
H 5.782 -1.118 -4.327
H 5.788 -3.254 -5.263
H 4.302 -3.553 -4.505
C 3.827 -2.750 1.671
C 2.459 -3.445 1.611
O 2.026 -3.312 2.933
C 2.812 -2.747 3.700
O 2.544 -2.638 4.891
O 3.907 -2.293 3.007
H 3.822 -1.929 0.954
H 4.647 -3.445 1.487
H 2.683 -4.420 1.178
H 1.846 -2.930 0.871
C 6.127 1.909 -5.141
O 6.346 1.813 -3.781
C 5.159 1.635 -3.013
C 5.282 1.922 -1.503
N 6.073 0.874 -0.900
C 5.978 0.799 0.474
C 6.596 1.904 1.279
O 5.742 3.047 1.290
C 6.261 4.114 2.076
H 5.670 2.886 -5.298
H 5.449 1.122 -5.472
H 7.061 1.829 -5.696
H 4.592 0.722 -3.196
H 4.495 2.451 -3.296
H 4.242 1.804 -1.197
H 5.649 2.934 -1.331
H 5.745 -0.006 -1.272
H 6.466 -0.133 0.759
H 4.946 0.563 0.734
H 7.591 2.022 0.850
H 6.771 1.540 2.291
H 7.189 4.378 1.571
H 6.412 3.869 3.127
H 5.546 4.935 2.020
C -2.755 -2.337 -3.450
O -3.676 -1.718 -2.599
C -4.107 -2.764 -1.693
C -5.076 -2.296 -0.689
N -4.618 -0.977 -0.177
C -5.659 -0.456 0.681
C -6.901 -0.030 -0.099
O -6.387 0.763 -1.220
C -7.416 1.576 -1.773
H -1.826 -2.642 -2.969
H -2.479 -1.727 -4.310
H -3.121 -3.211 -3.988
H -3.255 -3.285 -1.255
H -4.583 -3.525 -2.312
H -5.241 -3.045 0.085
H -6.080 -2.217 -1.106
H -3.941 -1.342 0.478
H -5.385 0.433 1.250
H -6.027 -1.158 1.429
H -7.533 0.619 0.507
H -7.523 -0.842 -0.477
H -8.338 0.998 -1.834
H -7.084 1.875 -2.767
H -7.716 2.488 -1.256
C -4.849 3.073 0.771
O -4.086 2.098 0.206
C -2.713 2.275 0.504
C -2.013 0.931 0.155
N -2.235 0.414 -1.249
C -1.531 1.378 -2.100
C -1.742 0.905 -3.561
O -3.163 0.880 -3.773
C -3.494 0.913 -5.104
H -5.883 2.809 0.552
H -4.671 4.010 0.243
H -4.685 3.201 1.841
H -2.479 2.416 1.559
H -2.311 3.214 0.123
H -2.407 0.295 0.948
H -0.963 0.954 0.445
H -1.441 -0.209 -1.299
H -0.456 1.438 -1.928
H -2.004 2.356 -2.018
H -1.242 -0.054 -3.697
H -1.362 1.659 -4.250
H -4.520 1.269 -5.199
H -3.412 -0.112 -5.466
H -2.981 1.596 -5.781
C -1.175 -3.099 0.667
O -2.488 -2.584 1.071
C -2.662 -2.811 2.478
C -3.883 -2.001 3.121
N -3.813 -0.584 3.129
C -2.721 -0.088 3.947
C -2.900 0.077 5.491
O -4.126 0.867 5.684
C -3.829 2.249 5.708
H -1.032 -3.084 -0.413
H -0.863 -4.073 1.045
H -0.322 -2.493 0.971
H -1.767 -2.560 3.047
H -2.767 -3.877 2.680
H -4.112 -2.391 4.113
H -4.777 -2.376 2.623
H -4.529 -0.207 3.734
H -2.605 0.920 3.548
H -1.713 -0.474 3.793
H -2.084 0.412 6.132
H -3.255 -0.855 5.930
H -4.743 2.724 5.349
H -2.967 2.394 5.057
H -3.574 2.533 6.729
*
```

Mulliken atomic charge list, values in e, 2 entries: number 1, Cl, carries 1.484; number 2, O, carries -0.605

No. 6
Computed, not measured: 2 unconnected molecules or ions with the total composition C2H7O2PS at a distorted geometry, with ωB97M-V/def2-TZVPD.

The LUMO energy comes out at -0.54 eV. The calculation puts the energy above the lowest of the compared OMol25 structures with the same formula, charge and spin at 1.705 eV. The value obtained for the HOMO energy is -9.155 eV. The calculation puts the frontier orbital gap at 8.61 eV.

```
! RIJCOSX wB97M-V def2-TZVPD def2/J DEFGRID3
* xyz 0 1
C -1.574 0.305 -0.659
C -0.878 0.525 0.596
O 1.252 -0.918 -0.924
O 0.530 0.972 0.361
P 1.732 -0.042 0.356
S 3.570 0.469 0.224
H -1.494 1.093 -1.288
H -1.205 -0.577 -1.108
H -2.647 0.136 -0.502
H -0.770 -0.413 1.223
H -1.282 1.355 1.333
H 1.780 -1.491 -1.567
H 0.987 -1.414 1.954
*
```

Mulliken atomic charge list, values in e, 2 entries: number 1, C, carries -1.128; number 2, C, carries -0.078

No. 7
Computed, not measured: a single C3H4OSi molecule at a distorted geometry, with ωB97M-V/def2-TZVPD.

The LUMO energy comes out at -0.44 eV. The calculation puts the energy above the lowest of the compared OMol25 structures with the same formula, charge and spin at 2.104 eV. The structure (SMILES) is C#CC(=O)[SiH3]. The value obtained for the HOMO energy is -9.731 eV. The calculation puts the frontier orbital gap at 9.29 eV.

```
! RIJCOSX wB97M-V def2-TZVPD def2/J DEFGRID3
* xyz 0 1
C -2.037 -0.117 0.857
C -1.363 0.123 -0.124
C -0.207 0.156 -0.915
O -0.168 0.624 -2.069
Si 1.412 -0.172 0.113
H -2.961 0.021 1.385
H 0.835 0.179 1.436
H 2.203 -1.363 0.014
H 2.285 0.548 -0.696
*
```

Mulliken atomic charge list, values in e, 2 entries: number 1, C, carries -0.217; number 2, C, carries -0.076

No. 8
Computed, not measured: a molecular structure, C9H12NO2 at a distorted geometry, with ωB97M-V/def2-TZVPD.

The LUMO energy comes out at -3.48 eV. The calculation puts the energy above the lowest of the compared OMol25 structures with the same formula, charge and spin at 3.630 eV. The value obtained for the HOMO energy is -12.064 eV. The calculation puts the frontier orbital gap at 8.59 eV.

```
! RIJCOSX wB97M-V def2-TZVPD def2/J DEFGRID3
* xyz 1 1
C 3.866 0.307 -0.305
C 3.540 -0.998 0.122
C 2.912 1.304 -0.193
C 2.328 -1.244 0.809
C 1.634 1.003 0.302
C 1.395 -0.223 0.851
C -0.606 0.736 1.161
C -1.033 -0.155 -1.022
C -2.844 -0.116 0.553
N -1.664 0.630 0.108
O 0.580 1.844 0.288
O 0.060 -0.380 1.395
H 4.855 0.569 -0.761
H 4.279 -1.745 -0.036
H 3.206 2.189 -0.572
H 1.991 -2.133 1.166
H -1.048 1.267 1.920
H -0.727 -1.236 -0.775
H -1.686 -0.136 -1.771
H -0.188 0.215 -1.478
H -3.615 0.102 -0.029
H -2.450 -1.100 0.656
H -3.002 0.272 1.517
H -1.979 1.632 -0.015
*
```

Mulliken atomic charge list, values in e, 2 entries: number 1, C, carries -0.337; number 2, C, carries -0.573